Record 1
Formula: H12O6
Source: the OMol25 dataset
Level of theory: ωB97M-V/def2-TZVPD

```
18
Properties=species:S:1:pos:R:3:forces:R:3
O -1.50685 -2.67432 -1.18754 0.3 -0.6 -0.4
O -3.32904 0.13565 1.55141 2.0 1.2 -1.5
O 3.04282 1.69556 -0.13722 0.8 -0.4 -0.7
O 2.24101 -1.69626 1.97668 -0.1 1.0 -1.0
O 0.77262 -1.20384 -1.28826 1.7 -0.3 -0.4
O -1.23368 3.06796 -0.34390 -0.3 2.0 -0.5
H 0.50079 -0.38834 -0.90780 -0.9 1.1 0.5
H -1.78141 -1.78950 -1.39082 -0.5 0.7 0.0
H -3.36966 -0.76336 1.85215 0.2 -0.7 0.0
H 2.97044 0.90201 -0.68646 0.1 0.4 0.2
H 1.98117 -0.97984 1.36232 0.6 -0.6 0.2
H -1.07062 3.10776 -1.28899 0.3 -0.9 -0.5
H -2.47283 0.24773 1.00474 -2.2 -0.5 1.5
H 1.73619 -1.05026 -1.33517 -0.5 -0.6 -0.2
H -0.76144 -2.76347 -1.80275 -0.1 -0.2 0.5
H -1.45786 4.03457 -0.29851 0.1 -1.2 0.9
H 1.49943 -1.63766 2.56679 -0.5 -0.4 0.8
H 2.23891 1.75561 0.35334 -0.9 0.1 0.5
```
Positions in Å, forces in eV/Å.

Calculated values
HOMO-LUMO gap (eV): 10.88
Total charge: 0
HOMO energy (eV): -11.24
LUMO energy (hartree): -0.01337
ΔE to the lowest compared entry with this formula, charge and spin (eV): 2.287


Record 2
Formula: C6H7N2O
Source: the OMol25 dataset
Level of theory: ωB97M-V/def2-TZVPD

```
16
Properties=species:S:1:pos:R:3:forces:R:3
O -1.71292 1.64484 -0.20584 -1.9 1.1 -0.5
N 1.30513 -1.51259 0.18011 -3.6 -1.8 0.7
N 0.35418 0.65017 -0.26804 1.0 -0.6 -2.2
C 1.38038 -0.30604 0.08927 2.9 1.7 -1.6
C -3.43098 -1.37339 -0.61598 0.4 1.7 1.6
C -2.13581 0.45777 0.74543 1.3 -1.0 -1.6
C -2.90885 -0.53404 0.09392 -1.1 -1.4 -1.4
C 2.67983 0.46322 -0.01469 -1.8 0.1 0.7
C -0.88820 0.74251 0.01628 0.3 -0.3 2.0
H 2.52025 1.15182 0.77652 0.8 1.4 0.5
H -2.32617 0.68147 1.77187 0.3 0.7 0.4
H -4.09407 -2.02829 -1.12168 0.1 -0.4 -0.3
H 0.76857 1.16078 -1.10160 -1.3 0.1 1.4
H 2.13206 -1.97231 0.45102 1.3 -0.6 0.0
H 2.85921 0.92050 -0.96765 -0.3 0.5 -0.5
H 3.49740 -0.14643 0.17107 1.4 -1.2 0.6
```
Positions in Å, forces in eV/Å.

Calculated values
HOMO-LUMO gap (eV): 10.36
Total charge: +1
HOMO energy (eV): -14.57
LUMO energy (hartree): -0.15462
ΔE to the lowest compared entry with this formula, charge and spin (eV): 3.835